Density functional theory data (wB97M-V/def2-TZVPD) for a cluster of 4 separate species, C33H34F3N3O2 in total in a non-equilibrium geometry.

Results
**SMILES string**: CCNc1ccc2nc(CC)cnc2c1CCC(=O)O.Fc1ccccc1.Fc1ccccc1.Fc1ccccc1
**HOMO**: -8.04 eV
**HOMO-LUMO gap**: 8.1 eV

```
! RIJCOSX wB97M-V def2-TZVPD def2/J DEFGRID3
* xyz 0 1
F 3.2817 2.5036 -7.0116
F -1.1112 -0.9285 -3.4044
F -1.4490 1.8344 5.5190
O -4.6281 -0.3097 0.5376
O -3.8301 -2.3240 1.0985
N -1.2886 0.8479 0.6960
N -0.4880 -3.8994 0.8802
N 0.7014 -3.5939 3.5019
C -4.0323 -0.6857 5.2907
C 5.5877 5.8466 -7.6006
C 4.3708 4.3936 -6.1206
C 1.9682 0.8195 -4.1371
C 1.4724 1.9575 -4.7590
C 5.1547 5.5206 -6.3225
C 1.0959 -0.1558 -3.6741
C -3.6471 -0.1407 7.6017
C 0.1965 -1.2734 3.3450
C -0.7730 1.1430 -4.4721
C -2.8432 -1.0374 -0.8312
C -1.4639 -1.7280 -0.5973
C -1.5439 2.7993 2.2534
C -3.8207 -1.1868 0.3161
C -2.6698 0.7706 7.2269
C 0.1721 -2.5658 2.7723
C 0.0183 -4.8919 1.5613
C -2.3948 0.9455 5.8855
C 2.7401 -5.9626 3.3722
C 4.4669 3.9090 -8.4805
C 5.2418 5.0426 -8.6784
C 1.1862 -5.9708 3.5270
C -3.0635 0.2318 4.9112
C -0.3912 -2.6830 1.4964
C 4.0398 3.6023 -7.2038
C -0.8890 -1.5375 0.8039
C -0.8139 -0.2997 1.3925
C 0.6173 -4.7245 2.8455
C -0.2624 0.0205 -3.8512
C -0.6946 2.1239 1.1332
C 0.1032 2.1200 -4.9240
C -0.2694 -0.1723 2.7134
C -4.3263 -0.8701 6.6352
H -0.2835 3.0087 -5.4055
H 0.3740 2.0589 1.3879
H 4.1941 3.2655 -9.3066
H -0.7538 2.8055 0.2712
H 3.1067 -5.0065 2.9860
H -3.7494 -1.9947 2.0044
H -2.1237 1.3423 7.9660
H -0.9861 0.7079 -0.2655
H 4.0180 4.1281 -5.1323
H 0.6315 -1.1653 4.3388
H -0.7208 -1.3079 -1.2888
H 6.1957 6.7284 -7.7559
H -2.6694 0.0069 -1.0856
H 1.4620 -1.0468 -3.1798
H 2.1507 2.7145 -5.1134
H 0.9136 -5.9906 4.5883
H -5.0855 -1.5834 6.9291
H -0.1861 0.7643 3.2573
H -3.8783 -0.2812 8.6494
H 3.0355 0.6912 -4.0122
H -1.8978 3.7954 1.9827
H 5.5759 5.2985 -9.6753
H -1.8430 1.2471 -4.5989
H -2.3949 2.1318 2.4478
H 0.7178 -6.8495 3.0663
H -0.9725 2.8009 3.1913
H -3.2890 -1.4860 -1.7336
H 3.0944 -6.7599 2.7073
H -1.5691 -2.7776 -0.8769
H -0.0157 -5.8899 1.1241
H -2.8262 0.3948 3.8682
H 5.4274 6.1449 -5.4818
H 3.1860 -6.1301 4.3607
H -4.5595 -1.2571 4.5374
*
```